This record from the OMol25 dataset describes a molecular structure, C12H36N3O6Pb. The level of theory is ωB97M-V/def2-TZVPD.

Calculated values
2S+1: 2
lowest unoccupied orbital energy (spin up / spin down): 0.011 / -0.058 Eh
gap between HOMO and LUMO (spin up / spin down): 7.7261 / 5.3724 eV
highest occupied orbital energy (spin up / spin down): -7.43 / -6.95 eV

Geometry (Å):
Pb (0.94, -0.90, -0.88)
O (3.06, -2.03, -1.05)
H (3.35, -2.41, -0.20)
O (0.20, -1.17, -3.21)
H (-0.50, -1.12, -3.89)
O (0.21, -3.30, -1.51)
H (0.19, -3.84, -0.69)
C (4.44, 2.20, -1.58)
C (3.40, 1.26, -0.87)
C (2.90, 1.64, 0.54)
O (1.82, 0.77, 0.91)
C (1.46, 1.01, 2.30)
N (2.28, 1.14, -1.78)
H (5.35, 2.23, -0.99)
H (4.26, 3.27, -1.57)
H (4.60, 2.07, -2.65)
H (3.87, 0.27, -0.80)
H (2.47, 2.63, 0.41)
H (3.71, 1.61, 1.27)
H (2.22, 0.66, 3.00)
H (0.55, 0.50, 2.61)
H (1.25, 2.03, 2.61)
H (2.51, 0.54, -2.56)
H (2.04, 2.05, -2.14)
C (-2.98, -2.86, 1.28)
C (-1.73, -1.99, 1.27)
C (-0.47, -2.57, 1.99)
O (0.69, -1.96, 1.43)
C (1.94, -2.46, 1.83)
N (-1.49, -1.67, -0.14)
H (-2.83, -3.39, 2.22)
H (-3.02, -3.57, 0.46)
H (-3.83, -2.18, 1.23)
H (-1.91, -1.10, 1.87)
H (-0.29, -3.63, 1.81)
H (-0.57, -2.35, 3.06)
H (2.07, -2.32, 2.90)
H (2.81, -1.85, 1.58)
H (2.13, -3.48, 1.47)
H (-2.37, -1.44, -0.58)
H (-1.19, -2.50, -0.62)
C (-0.76, 3.09, 0.09)
C (-1.49, 1.83, -0.15)
C (-3.07, 1.94, -0.36)
O (-3.63, 0.61, -0.97)
C (-5.03, 0.65, -1.07)
N (-0.85, 1.26, -1.37)
H (-0.93, 3.76, -0.75)
H (0.32, 2.97, 0.14)
H (-1.03, 3.54, 1.05)
H (-1.34, 1.14, 0.68)
H (-3.37, 2.81, -0.95)
H (-3.62, 2.30, 0.51)
H (-5.48, 1.47, -1.63)
H (-5.59, 0.53, -0.14)
H (-5.30, -0.26, -1.62)
H (-0.86, 2.01, -2.05)
H (-1.49, 0.59, -1.76)

Charges in e, computed with Löwdin, in the same order as the atoms: 1.535, -0.408, -0.077, -0.454, -0.061, -0.390, -0.061, -0.048, -0.404, -0.169, -0.321, -0.083, -0.025, 0.070, 0.065, 0.081, 0.113, 0.116, 0.136, 0.092, 0.084, 0.090, 0.080, 0.096, -0.044, -0.397, -0.148, -0.357, -0.122, -0.019, 0.077, 0.093, 0.081, 0.125, 0.130, 0.129, 0.095, 0.076, 0.109, 0.075, 0.009, -0.072, -0.404, -0.075, -0.210, -0.149, 0.004, 0.089, 0.059, 0.088, 0.113, 0.108, 0.109, 0.084, 0.081, 0.087, 0.082, 0.039

***

This record from the OMol25 dataset describes a molecular structure, C12H36N6O14Zn. The level of theory is ωB97M-V/def2-TZVPD.

Calculated values
2S+1: 1
lowest unoccupied orbital energy: -0.034 Eh
gap between HOMO and LUMO: 8.2050 eV
highest occupied orbital energy: -9.13 eV

Geometry (Å):
Zn (-1.57, 1.40, 1.53)
C (0.06, 0.10, 0.31)
O (-0.92, 0.71, -0.30)
O (0.94, -0.59, -0.24)
O (-0.09, 0.03, 1.61)
C (2.53, 0.41, 3.94)
O (3.37, 1.14, 4.46)
N (2.64, -0.03, 2.66)
N (1.36, 0.12, 4.61)
H (3.50, 0.20, 2.20)
H (1.85, -0.51, 2.25)
H (0.53, -0.21, 4.15)
H (1.36, 0.30, 5.59)
C (0.69, 3.62, 1.61)
O (-0.33, 2.92, 1.71)
N (0.65, 4.91, 1.21)
N (1.89, 3.09, 1.88)
H (-0.23, 5.38, 1.09)
H (1.50, 5.38, 0.94)
H (2.78, 3.54, 1.76)
H (1.98, 2.14, 2.23)
C (-3.91, -0.76, 1.74)
O (-3.01, 0.10, 1.67)
N (-4.99, -0.71, 0.95)
N (-3.80, -1.76, 2.63)
H (-5.73, -1.39, 0.97)
H (-4.94, -0.07, 0.17)
H (-2.92, -1.84, 3.13)
H (-4.39, -2.57, 2.66)
C (1.31, 3.03, -3.49)
C (0.54, 3.06, -2.19)
O (-0.77, 2.59, -2.37)
O (0.72, 3.89, -4.46)
H (1.22, 2.04, -3.94)
H (2.37, 3.26, -3.32)
H (0.49, 4.10, -1.81)
H (1.11, 2.54, -1.41)
H (-0.92, 1.94, -1.67)
H (1.03, 4.79, -4.31)
C (2.62, -0.40, -3.28)
C (3.65, -1.08, -2.41)
O (3.64, -0.54, -1.08)
O (1.29, -0.76, -2.95)
H (2.77, -0.75, -4.31)
H (2.79, 0.68, -3.19)
H (4.64, -0.88, -2.82)
H (3.48, -2.16, -2.37)
H (2.75, -0.63, -0.72)
H (1.20, -0.64, -1.98)
C (0.43, -3.97, 1.43)
C (-0.83, -3.36, 2.04)
O (-0.59, -2.29, 2.95)
O (1.03, -3.33, 0.35)
H (0.11, -4.98, 1.13)
H (1.14, -4.13, 2.26)
H (-1.34, -4.12, 2.63)
H (-1.50, -3.07, 1.21)
H (-0.46, -1.44, 2.49)
H (0.93, -2.37, 0.32)
C (-2.23, -1.97, -2.83)
C (-3.44, -1.44, -2.07)
O (-3.28, -0.15, -1.51)
O (-1.37, -2.73, -1.95)
H (-1.64, -1.16, -3.27)
H (-2.58, -2.67, -3.58)
H (-3.67, -2.17, -1.28)
H (-4.33, -1.45, -2.70)
H (-2.47, -0.19, -0.98)
H (-0.66, -2.13, -1.68)

Charges in e, computed with Löwdin, in the same order as the atoms: 0.932, -0.757, -0.111, -0.026, -0.158, -0.685, -0.013, 0.173, 0.169, 0.118, 0.075, 0.069, 0.101, -0.593, -0.025, 0.195, 0.228, 0.120, 0.115, 0.126, 0.085, -0.590, -0.025, 0.206, 0.207, 0.120, 0.112, 0.101, 0.119, -0.249, -0.269, -0.053, -0.058, 0.110, 0.117, 0.105, 0.114, 0.033, 0.078, -0.255, -0.230, -0.086, -0.072, 0.123, 0.100, 0.115, 0.123, 0.026, 0.026, -0.262, -0.239, -0.103, -0.046, 0.119, 0.120, 0.114, 0.115, 0.015, 0.040, -0.197, -0.256, -0.083, -0.074, 0.126, 0.116, 0.107, 0.115, 0.038, 0.048

***

This record from the OMol25 dataset describes 6 unconnected molecules or ions with the total composition C12H36O12. The level of theory is ωB97M-V/def2-TZVPD.

Calculated values
structure (SMILES): OCCO.OCCO.OCCO.OCCO.OCCO.OCCO
2S+1: 1
lowest unoccupied orbital energy: 0.013 Eh
ΔE to the lowest compared entry with this formula, charge and spin: 420.6 kJ/mol
gap between HOMO and LUMO: 10.3348 eV
highest occupied orbital energy: -9.99 eV

Geometry (Å):
O (-0.29, 2.26, 1.37)
C (-0.13, 1.02, 0.84)
C (-0.03, 1.03, -0.66)
O (0.72, 2.08, -1.19)
H (0.44, 2.47, 1.96)
H (0.85, 0.75, 1.24)
H (-0.95, 0.48, 1.31)
H (-1.08, 1.08, -0.97)
H (0.16, 0.09, -1.18)
H (0.46, 2.87, -0.72)
O (2.39, -4.96, -5.88)
C (2.97, -5.06, -7.13)
C (4.52, -4.95, -7.18)
O (5.18, -6.19, -7.14)
H (1.45, -4.96, -6.09)
H (2.69, -6.03, -7.54)
H (2.52, -4.33, -7.80)
H (4.98, -4.35, -6.39)
H (4.80, -4.40, -8.07)
H (5.57, -6.15, -6.26)
O (3.17, 7.66, 4.37)
C (3.03, 7.31, 5.71)
C (3.86, 6.06, 6.12)
O (3.19, 4.85, 5.78)
H (2.64, 7.02, 3.90)
H (3.54, 7.93, 6.45)
H (2.02, 7.28, 6.13)
H (4.11, 5.92, 7.17)
H (4.80, 6.05, 5.56)
H (3.05, 4.41, 6.62)
O (-6.75, 0.53, 9.88)
C (-5.36, 0.94, 9.76)
C (-4.88, 1.03, 8.31)
O (-3.41, 0.89, 8.02)
H (-7.19, 1.13, 10.50)
H (-5.28, 1.92, 10.22)
H (-4.77, 0.20, 10.30)
H (-5.27, 1.80, 7.65)
H (-5.26, 0.16, 7.78)
H (-3.33, 0.91, 7.07)
O (2.29, -6.51, -0.65)
C (1.74, -6.11, 0.57)
C (0.18, -6.34, 0.78)
O (-0.64, -5.71, -0.23)
H (1.93, -6.02, -1.40)
H (2.25, -6.53, 1.43)
H (2.13, -5.10, 0.50)
H (-0.08, -5.92, 1.75)
H (-0.09, -7.39, 0.86)
H (-1.50, -6.13, -0.32)
O (-3.99, 3.29, -8.19)
C (-2.53, 3.27, -8.03)
C (-2.24, 1.96, -8.65)
O (-2.71, 0.88, -7.80)
H (-4.18, 3.06, -9.10)
H (-2.11, 4.12, -8.57)
H (-2.23, 3.52, -7.02)
H (-1.16, 1.81, -8.72)
H (-2.65, 1.93, -9.66)
H (-3.53, 1.17, -7.39)

Charges in e, computed with Löwdin, in the same order as the atoms: -0.061, -0.288, -0.266, -0.043, 0.099, 0.122, 0.126, 0.108, 0.125, 0.078, -0.057, -0.267, -0.246, -0.057, 0.086, 0.117, 0.111, 0.120, 0.110, 0.084, -0.030, -0.271, -0.236, -0.089, 0.093, 0.109, 0.120, 0.114, 0.117, 0.074, -0.078, -0.213, -0.196, -0.103, 0.075, 0.113, 0.118, 0.111, 0.106, 0.066, -0.075, -0.238, -0.204, -0.085, 0.087, 0.114, 0.113, 0.101, 0.110, 0.077, -0.098, -0.205, -0.254, -0.064, 0.072, 0.113, 0.127, 0.121, 0.116, 0.071

***

This record from the OMol25 dataset describes 6 unconnected molecules or ions with the total composition C12H36O6. The level of theory is ωB97M-V/def2-TZVPD.

Calculated values
structure (SMILES): CCO.CCO.CCO.CCO.CCO.CCO
2S+1: 1
lowest unoccupied orbital energy: 0.024 Eh
ΔE to the lowest compared entry with this formula, charge and spin: 209.4 kJ/mol
gap between HOMO and LUMO: 10.5438 eV
highest occupied orbital energy: -9.90 eV

Geometry (Å):
C (0.72, -3.20, -2.97)
C (1.82, -4.24, -3.09)
O (1.45, -5.27, -3.99)
H (-0.15, -3.63, -2.48)
H (0.43, -2.88, -3.96)
H (1.04, -2.34, -2.38)
H (2.07, -4.65, -2.11)
H (2.72, -3.76, -3.48)
H (1.10, -6.01, -3.49)
C (-1.73, -1.45, 4.18)
C (-2.44, -2.66, 4.74)
O (-3.68, -2.84, 4.07)
H (-1.54, -1.55, 3.11)
H (-0.78, -1.38, 4.72)
H (-2.30, -0.55, 4.39)
H (-2.60, -2.53, 5.82)
H (-1.80, -3.55, 4.62)
H (-4.26, -3.40, 4.60)
C (-3.45, 1.29, 2.09)
C (-3.61, 1.53, 0.59)
O (-4.52, 2.57, 0.29)
H (-3.07, 2.22, 2.52)
H (-2.75, 0.49, 2.28)
H (-4.40, 1.02, 2.56)
H (-3.95, 0.63, 0.08)
H (-2.62, 1.73, 0.16)
H (-4.16, 3.39, 0.66)
C (3.92, 4.46, 1.91)
C (2.77, 3.75, 1.25)
O (3.17, 3.03, 0.08)
H (3.57, 5.19, 2.64)
H (4.49, 5.00, 1.14)
H (4.62, 3.78, 2.38)
H (1.99, 4.47, 0.97)
H (2.29, 3.00, 1.88)
H (3.44, 3.67, -0.58)
C (-0.14, -0.79, 0.19)
C (1.09, 0.00, 0.57)
O (0.99, 1.27, -0.07)
H (-0.22, -1.72, 0.75)
H (-0.15, -1.07, -0.87)
H (-1.03, -0.18, 0.39)
H (2.01, -0.51, 0.27)
H (1.08, 0.12, 1.67)
H (1.86, 1.69, -0.08)
C (0.99, 1.01, -3.32)
C (0.88, 0.34, -4.66)
O (-0.36, 0.77, -5.26)
H (1.72, 0.52, -2.67)
H (0.08, 0.86, -2.72)
H (1.22, 2.07, -3.39)
H (0.89, -0.75, -4.60)
H (1.73, 0.65, -5.28)
H (-0.43, 0.37, -6.13)

Charges in e, computed with Löwdin, in the same order as the atoms: -0.093, -0.325, -0.076, 0.079, 0.067, 0.056, 0.110, 0.109, 0.079, -0.093, -0.329, -0.079, 0.059, 0.078, 0.069, 0.110, 0.107, 0.077, -0.082, -0.338, -0.074, 0.076, 0.041, 0.078, 0.113, 0.103, 0.079, -0.088, -0.299, -0.099, 0.077, 0.076, 0.077, 0.117, 0.112, 0.094, -0.081, -0.311, -0.100, 0.072, 0.051, 0.058, 0.112, 0.105, 0.032, -0.095, -0.312, -0.081, 0.069, 0.071, 0.075, 0.082, 0.109, 0.073

***

no.,molecular weight (g mol⁻¹)
1,525.6
2,553.8
3,372.4
4,276.4